Computed, not measured: a molecular structure, C20H18AlBrCl3OSe2, with the ωB97M-V functional and the def2-TZVPD basis.

Properties
Charge: +1
Energy relative to the best compared isomer or geometry (same formula, charge and spin) (kJ/mol): 0.0
HOMO energy (hartree): -0.40741

The geometry in XYZ format:
```
46
C20H18AlBrCl3OSe2, DFT the ωB97M-V functional and the def2-TZVPD basis
Al -0.474 0.168 0.468
Br -0.144 0.573 3.029
C 1.709 0.076 2.899
C 2.415 -0.008 4.057
C 3.790 -0.318 3.987
C 4.382 -0.509 2.774
C 3.639 -0.414 1.572
C 4.269 -0.585 0.315
C 3.551 -0.473 -0.837
C 2.163 -0.217 -0.782
C 1.481 -0.054 0.403
C 2.249 -0.130 1.606
H 1.943 0.169 5.013
H 4.364 -0.388 4.900
H 5.440 -0.729 2.711
H 5.331 -0.792 0.290
H 4.036 -0.585 -1.798
H 1.638 -0.153 -1.729
Cl -1.237 3.903 -5.443
C -1.160 3.281 -3.834
C -1.136 1.912 -3.633
C -1.078 1.476 -2.325
Cl -1.044 -0.260 -1.987
C -1.035 2.295 -1.202
O -1.000 1.813 0.031
C -1.064 3.673 -1.466
Cl -1.022 4.762 -0.134
C -1.125 4.159 -2.759
H -1.163 1.220 -4.462
H -1.144 5.226 -2.928
C -4.047 0.427 -0.401
Se -3.065 -0.003 1.216
C -3.439 -1.916 1.330
C -2.569 -2.758 0.408
Se -0.697 -2.447 0.868
C 0.170 -3.248 -0.672
H -5.108 0.412 -0.169
H -3.812 -0.266 -1.203
H -3.746 1.433 -0.683
H -4.497 -2.059 1.114
H -3.281 -2.185 2.374
H -2.714 -2.498 -0.641
H -2.785 -3.817 0.541
H -0.344 -2.966 -1.588
H 0.166 -4.327 -0.551
H 1.190 -2.873 -0.684
```